Below is 7 unconnected molecules or ions with the total composition H14O7 in a non-equilibrium geometry, with properties calculated with wB97M-V/def2-TZVPD.

Calculated values
Energy relative to the best compared isomer or geometry (same formula, charge and spin), kJ/mol: 262.2
SMILES string: O.O.O.O.O.O.O
Lowest unoccupied orbital energy, eV: 0.0
Kohn-Sham gap, hartree: 0.4007

The geometry in ORCA input format:
```
! wB97M-V def2-TZVPD RIJCOSX def2/J DEFGRID3
* xyz 0 1
O 0.571 0.213 -0.032
H 1.357 0.533 -0.490
H -0.160 0.503 -0.589
O -2.448 -0.091 0.677
H -2.522 -0.490 -0.198
H -2.604 -0.824 1.283
O -0.463 -1.596 1.349
H 0.431 -1.859 1.101
H -0.343 -0.753 1.799
O -2.479 2.408 0.059
H -1.658 2.206 -0.403
H -3.054 1.663 -0.148
O -5.098 -0.513 -0.905
H -4.620 -0.042 -1.597
H -4.435 -0.661 -0.222
O 4.105 -2.913 -0.507
H 3.159 -3.037 -0.645
H 4.484 -3.006 -1.389
O 5.162 2.636 -0.079
H 5.989 3.033 0.216
H 4.625 2.591 0.720
*
```

Atom charges from the Löwdin analysis, given in e for atoms 1 to 8: O -0.05; H 0.05; H 0.03; O -0.07; H 0.05; H 0.06; O -0.09; H 0.03

***

Below is C3H8ClN3 in the gas phase in a non-equilibrium geometry, with properties calculated with wB97M-V/def2-TZVPD.

Calculated values
Energy relative to the best compared isomer or geometry (same formula, charge and spin), kJ/mol: 140.9
SMILES string: CN(C)/C(N)=N\Cl
Lowest unoccupied orbital energy, eV: 0.8
Kohn-Sham gap, hartree: 0.3594

The geometry in ORCA input format:
```
! wB97M-V def2-TZVPD RIJCOSX def2/J DEFGRID3
* xyz 0 1
C 0.220 -1.404 0.953
N -0.059 -0.599 -0.225
C 1.042 -0.244 -1.158
C -0.779 0.745 0.132
N -0.071 1.797 0.621
N -2.071 0.847 0.109
Cl -2.806 -0.585 -0.284
H 0.660 -0.791 1.666
H -0.765 -1.691 1.220
H 0.756 -2.326 0.631
H 1.786 -1.033 -1.458
H 0.494 0.088 -2.048
H 1.690 0.648 -0.936
H 0.695 2.105 0.001
H -0.794 2.444 0.774
*
```

Atom charges from the Löwdin analysis, given in e for atoms 1 to 8: C -0.09; N -0.24; C -0.11; C -0.52; N 0.13; N -0.39; Cl 0.61; H 0.06